The following is a DFT calculation (the ωB97M-V functional and the def2-TZVPD basis) of a cluster of 2 separate species, C5H15N2S in total.

Cartesian coordinates (Å):
C1 -4.12751 -0.11568 -0.46550
N1 -2.78237 -0.42687 -0.97271
C2 -1.77629 -0.69430 -0.18955
N2 -0.55270 -0.93831 -0.59351
H1 -4.86183 -0.57187 -1.12435
H2 -4.27930 0.96083 -0.44855
H3 -4.23380 -0.53674 0.52902
H4 -2.62686 -0.27512 -1.96051
H5 -1.98242 -0.75100 0.87132
H6 -0.31615 -0.85038 -1.57267
H7 0.24138 -1.01964 0.02916
C3 2.25186 -0.90515 1.95671
C4 2.30878 0.36329 1.11627
S1 2.61799 -0.01786 -0.63058
C5 2.29585 1.62065 -1.31633
H8 2.28268 -0.63746 3.01112
H9 3.05805 -1.59871 1.71230
H10 1.30248 -1.42438 1.82142
H11 3.09621 1.03015 1.45976
H12 1.37626 0.92892 1.19493
H13 1.22707 1.80284 -1.43942
H14 2.73518 2.38476 -0.68463
H15 2.74542 1.67201 -2.30371

Cartesian forces, eV/Å:
0.074 -0.079 -0.217
-0.246 0.290 0.073
0.320 -0.258 0.071
-0.337 0.277 -0.308
-0.002 -0.026 0.049
-0.019 0.011 0.065
-0.042 0.043 0.049
0.063 -0.138 -0.013
0.035 -0.005 0.076
0.187 -0.075 0.054
-0.043 -0.046 0.024
-0.171 0.212 -0.034
-0.005 0.076 -0.020
-0.059 -0.011 0.065
-0.193 -0.136 -0.252
0.198 -0.098 0.055
-0.014 0.097 0.137
-0.050 -0.203 -0.111
0.131 -0.032 0.037
-0.041 -0.033 0.009
0.008 0.065 0.168
0.072 0.085 0.040
0.135 -0.015 -0.016

The value obtained for the HOMO-LUMO gap is 8.5 eV. Its total charge is +1. For the energy relative to the best compared isomer or geometry (same formula, charge and spin), the calculation gives 12.0 kJ/mol. Its spin multiplicity is 1.

---

The following is a DFT calculation (the ωB97M-V functional and the def2-TZVPD basis) of a cluster of 5 separate species, C28H47Cl2F6N4O10S in total.

Cartesian coordinates (Å):
C1 -2.38987 2.69703 1.46228
C2 -1.79905 1.78359 0.47899
C3 -0.24939 1.28090 0.25117
N1 0.07505 0.53444 1.44819
C4 -0.90044 -0.24153 2.21318
O1 -1.69813 0.15891 3.24356
F1 -0.97724 -1.73585 1.99242
C5 1.36530 0.63178 2.14234
O2 1.33059 0.62359 3.50742
F2 2.74852 0.68430 1.58989
C6 0.55613 2.73731 0.05221
C7 0.79325 3.76694 1.29509
O3 0.39182 3.66983 2.55737
N2 1.74264 4.95864 1.03223
C8 2.96398 4.62326 1.91504
O4 3.94188 3.78732 1.52791
F3 3.07041 5.23161 3.28156
N3 0.34410 3.30630 -1.36903
C9 -0.35219 4.60490 -1.58589
C10 -1.92265 4.73383 -1.18708
N4 -2.41801 6.03124 -0.99905
C11 -0.13528 2.03106 -2.12658
S1 0.28798 2.35830 -3.89607
O5 1.37363 3.49003 -4.12666
O6 -0.98792 3.04143 -4.54955
C12 0.75286 1.03757 -5.08281
F4 -0.38002 0.17417 -5.58994
F5 1.11685 1.79952 -6.35017
F6 2.00209 0.27596 -4.82282
C13 0.05227 0.63531 -1.29208
C14 1.38036 -0.23748 -1.10899
Cl1 1.33240 -1.92931 -0.22849
C15 2.79586 0.05899 -1.49373
C16 4.07772 -0.98670 -1.23289
Cl2 3.25646 1.65053 -2.25407
C17 -1.08463 -0.35769 -1.93762
C18 -0.49731 -1.51819 -2.99083
C19 -1.96909 -1.28358 -0.94410
C20 -3.26756 -1.84653 -1.84426
H1 -3.17090 3.53751 1.13316
H2 -2.07208 2.66992 2.58951
H3 -2.56649 1.36804 -0.33941
H4 1.67294 2.31307 -0.05555
H5 2.12403 4.87716 0.06112
H6 1.35522 3.59311 -1.54804
H7 -0.28504 4.93043 -2.73426
H8 0.20491 5.49852 -1.02142
H9 -2.71858 3.88038 -1.09868
H10 -1.61661 6.68132 -1.14195
H11 -1.32562 2.22149 -2.14973
H12 4.06275 -1.16384 -0.05356
H13 3.93488 -2.02166 -1.76212
H14 5.08770 -0.44982 -1.47123
H15 -1.87918 0.20648 -2.63128
H16 0.49375 -1.24582 -3.51159
H17 -0.32713 -2.56458 -2.44157
H18 -1.29319 -1.73661 -3.85334
H19 -2.45463 -0.80457 -0.01342
H20 -1.44189 -2.28924 -0.57821
H21 -3.33019 -3.02996 -1.77403
H22 -3.28303 -1.43195 -2.93516
H23 -4.27040 -1.45842 -1.32551
C21 4.66387 -3.36050 -6.46556
C22 3.55734 -2.62407 -5.73921
O7 4.09552 -1.89789 -4.64406
H24 5.17787 -4.04894 -5.78686
H25 4.26481 -3.92910 -7.31023
H26 5.41718 -2.65840 -6.83755
H27 2.81839 -3.33077 -5.35022
H28 3.04696 -1.92421 -6.40785
H29 4.74439 -1.26733 -5.00096
C23 -4.77356 0.87162 5.72696
C24 -5.23885 0.04244 4.54786
O8 -5.02359 0.75506 3.33866
H30 -5.31107 1.82481 5.76301
H31 -4.93677 0.33806 6.66754
H32 -3.70868 1.10976 5.63686
H33 -6.30788 -0.17461 4.63064
H34 -4.69687 -0.90681 4.49734
H35 -4.07029 0.93556 3.27049
C25 7.26891 -4.49967 -1.12103
C26 5.99692 -4.23165 -0.34352
O9 4.88260 -4.22563 -1.22362
H36 7.41598 -3.73711 -1.89282
H37 8.13819 -4.50312 -0.45743
H38 7.21310 -5.46532 -1.63405
H39 6.04796 -3.25639 0.14948
H40 5.83598 -4.99714 0.42166
H41 4.84114 -5.09880 -1.65007
C27 -5.56626 -2.79068 8.82020
C28 -6.73059 -2.64759 7.86199
O10 -6.29409 -2.87756 6.53049
H42 -4.77100 -2.08166 8.56794
H43 -5.88522 -2.61196 9.85090
H44 -5.13150 -3.79341 8.75448
H45 -7.14798 -1.63775 7.91490
H46 -7.52457 -3.36208 8.09965
H47 -5.93291 -3.77983 6.49210

Cartesian forces, eV/Å:
1.682 -1.522 -1.420
-2.652 1.519 -0.135
-3.387 2.494 -0.449
3.033 -0.757 0.650
-5.405 -0.563 7.212
6.125 -2.507 -8.235
0.903 5.052 0.048
1.163 -0.637 9.525
0.377 -0.084 -10.046
-4.987 0.085 0.406
2.912 -2.123 2.169
-1.409 1.270 6.136
2.232 -0.269 -8.504
0.953 -3.197 1.235
5.821 -3.722 0.264
-7.251 6.206 2.601
-1.057 -1.930 -5.278
2.184 -0.650 1.309
-2.284 3.058 -0.924
-1.760 4.903 0.615
2.855 -6.113 -1.061
-1.803 -0.184 0.858
-1.472 9.675 -5.271
-2.528 -4.954 2.338
3.633 -4.037 3.131
2.280 -3.405 -6.759
4.110 2.913 2.652
-1.413 -2.236 4.753
-4.906 2.373 -0.296
-0.668 -0.932 1.115
5.366 0.780 -1.278
-0.403 2.818 -1.428
-2.816 -2.008 1.300
-0.868 0.871 1.235
-0.894 -1.518 0.876
-1.134 -1.898 -1.033
-0.099 -0.811 -0.487
-1.365 -1.492 -0.233
-0.983 0.149 1.117
1.086 -2.768 0.853
-0.029 0.600 -2.504
1.961 1.635 1.247
-1.943 0.950 0.300
-0.024 0.154 1.114
-1.229 -1.103 -0.988
0.050 -1.258 2.364
-1.009 -2.347 -0.928
1.986 1.547 -0.329
-0.568 -0.255 0.228
2.748 -0.678 -0.131
0.011 0.291 -2.563
0.270 2.184 0.840
-2.120 -1.034 0.124
1.798 -0.619 1.782
-1.518 -0.311 0.919
-0.328 2.548 -1.077
1.754 0.704 2.038
1.093 -0.402 -1.500
-0.668 2.696 -0.804
0.263 2.634 -0.527
0.122 -1.054 1.999
2.189 -0.813 -1.177
0.045 -0.211 -0.096
0.289 0.005 -0.265
0.121 0.498 0.353
-0.157 0.058 -0.075
0.108 0.059 0.040
-0.126 -0.034 -0.078
0.105 0.187 0.123
-0.115 -0.136 -0.126
-0.303 -0.372 0.185
-0.072 0.078 0.203
0.266 -0.009 0.259
0.291 0.302 -0.598
-0.021 -0.165 0.003
0.068 0.066 -0.057
-0.010 -0.131 0.058
0.179 0.050 -0.197
-0.137 -0.069 0.181
-0.485 -0.195 0.117
0.229 0.083 -0.016
0.228 -0.315 -0.157
-0.454 -0.146 -0.248
-0.020 -0.037 0.161
-0.041 -0.051 -0.111
0.044 0.019 0.146
-0.178 -0.087 -0.107
0.142 0.097 0.130
0.002 0.494 0.203
0.093 0.105 0.204
0.219 -0.269 0.114
0.117 -0.213 -0.387
-0.157 -0.023 0.043
0.090 -0.060 -0.055
-0.113 0.030 0.087
0.047 -0.143 -0.200
-0.073 0.115 0.174
-0.207 0.503 0.001

The value obtained for the HOMO-LUMO gap is 6.8 eV. Its total charge is +1. Its spin multiplicity is 1.

---

The following is a DFT calculation (the ωB97M-V functional and the def2-TZVPD basis) of a structure of composition C36H37BrFFeN3O6S.

Cartesian coordinates (Å):
Fe1 0.13109 -0.05707 0.92065
C1 0.02560 4.57276 -5.23621
C2 0.17707 3.10383 -5.60423
C3 -0.70110 2.64680 -6.79492
C4 -0.35074 1.20793 -7.18729
C5 -0.55425 0.33255 -5.97862
C6 -0.89464 -0.99675 -6.14467
C7 -1.03903 -1.81042 -5.02015
F1 -1.53455 -3.06175 -5.24054
C8 -0.79000 -1.36760 -3.74352
C9 -0.49903 -0.01442 -3.54926
C10 -0.26905 0.49898 -2.18875
O1 -0.49692 -0.24394 -1.22024
C11 0.12892 1.88278 -2.10762
C12 0.13078 2.70898 -3.21913
N1 -0.11441 2.23204 -4.46629
C13 -0.38451 0.85412 -4.66257
C14 0.66672 2.44449 -0.82924
O2 0.76194 3.66663 -0.67831
O3 1.08308 1.61071 0.08197
H1 -0.00861 5.16108 -6.14578
H2 0.90379 4.95780 -4.70076
H3 -0.93871 4.72004 -4.67197
H4 1.25818 2.96794 -5.86665
H5 -0.57407 3.34008 -7.64596
H6 -1.74699 2.71678 -6.50781
H7 0.67664 1.13249 -7.61247
H8 -1.04347 0.86779 -8.02121
H9 -1.07744 -1.35297 -7.16733
H10 -0.86627 -2.11800 -2.94290
H11 0.38960 3.74299 -3.11738
N2 1.99601 -1.14934 0.66579
C15 2.54596 -1.75153 1.84545
C16 3.78612 -2.28988 1.96987
C17 4.19211 -2.85538 3.21532
C18 3.29889 -3.00861 4.24175
C19 1.94836 -2.52655 4.14535
C20 0.93310 -2.57713 5.13640
C21 -0.32074 -1.98225 4.88866
C22 -0.54197 -1.33497 3.66709
N3 0.39065 -1.27480 2.71228
C23 1.57614 -1.86267 2.90429
H12 1.46268 -2.02733 0.10955
H13 2.66036 -0.65534 0.07586
H14 4.47894 -2.21214 1.11307
H15 5.24725 -3.16259 3.31667
H16 3.62286 -3.47275 5.19257
H17 1.07135 -3.08638 6.10551
H18 -1.11026 -1.96204 5.61860
H19 -1.46789 -0.83143 3.45859
Br1 -1.37549 -7.57898 -2.10851
C24 -1.93511 -6.15097 -1.00646
C25 -3.22279 -6.11297 -0.42116
C26 -3.57923 -5.01041 0.39323
C27 -2.69744 -3.94119 0.51486
C28 -1.41267 -4.02347 -0.06872
C29 -1.04380 -5.10809 -0.85064
C30 -0.45459 -2.93363 0.11099
O4 0.74537 -3.17288 -0.28354
O5 -0.85102 -1.82383 0.64010
H20 -3.96207 -6.87932 -0.66657
H21 -4.52181 -5.06455 0.94055
H22 -2.99175 -3.04014 1.08737
H23 -0.07278 -5.21074 -1.31300
C31 0.36950 1.54429 5.90790
C32 0.93041 2.95113 5.54194
C33 1.91045 2.95729 4.39233
S1 1.31025 2.53119 2.63633
O6 0.53242 1.18963 2.76072
C34 -0.03458 3.77863 2.36864
C35 -1.45689 3.23436 2.56601
C36 -2.04024 2.51195 1.36229
H24 -0.02671 1.48357 6.93468
H25 1.18043 0.82325 5.77301
H26 -0.44117 1.23803 5.21986
H27 1.51352 3.21955 6.45659
H28 0.12950 3.66662 5.43698
H29 2.74704 2.22597 4.52864
H30 2.35053 3.95916 4.19866
H31 0.15309 4.13139 1.34562
H32 0.15502 4.58042 3.11512
H33 -2.12716 4.08036 2.79160
H34 -1.41840 2.59318 3.46660
H35 -1.89235 3.10808 0.44778
H36 -3.11601 2.39024 1.43384
H37 -1.57302 1.52928 1.23282

Cartesian forces, eV/Å:
1.045 -0.103 -0.401
-0.808 0.120 0.223
0.550 -0.134 -0.965
0.802 0.563 -0.242
-0.862 0.124 -0.923
0.445 -0.054 0.295
-0.050 0.351 0.007
-0.454 -0.136 -0.500
0.565 0.438 0.332
-0.406 -0.999 -0.289
0.392 0.597 -0.422
-0.470 0.064 -0.042
0.352 0.534 -0.478
0.220 0.410 -0.293
-0.033 -2.178 0.464
0.019 -0.376 0.644
-0.017 -0.036 -0.142
0.598 0.058 1.591
-0.211 0.014 -0.631
-0.934 0.360 -0.975
-0.180 0.039 -0.253
-0.484 -0.160 0.199
1.060 0.127 -0.444
-0.729 -0.161 -0.041
0.136 -0.284 0.376
-0.202 -0.075 0.138
-0.538 0.089 0.491
0.771 0.332 0.970
0.062 -0.112 0.634
0.025 0.796 -0.094
0.071 0.151 0.172
0.017 -1.038 -0.200
-1.223 0.436 -0.924
0.623 0.367 0.013
0.137 -0.102 -0.210
0.033 -0.175 0.867
-0.471 0.569 -1.116
-0.897 0.188 0.034
1.395 -0.326 -0.313
1.437 -0.394 -0.380
-1.005 -0.328 1.526
1.023 -0.525 1.312
0.917 1.086 0.481
0.084 -0.317 0.200
-0.346 -0.126 0.649
-0.759 0.007 0.073
-0.222 0.305 -0.644
0.208 0.315 -0.616
-0.035 -0.200 0.273
-0.289 0.123 -0.055
-0.224 -0.252 -0.039
-1.376 0.358 0.320
0.552 0.416 -0.196
0.506 -0.840 -0.634
0.206 0.009 0.296
-1.484 -0.060 0.108
-0.196 -0.527 0.361
1.525 2.109 0.247
-1.666 0.508 0.475
-0.209 -2.565 -0.982
0.397 0.070 0.340
0.162 0.319 -0.359
0.453 -0.699 -0.396
0.068 0.419 0.160
-0.351 0.165 -0.819
0.447 -1.130 1.556
0.042 -0.195 -1.534
-0.896 -0.679 0.954
0.840 1.412 -0.080
0.363 0.435 0.500
0.174 0.028 0.539
0.263 0.170 -0.415
0.300 0.200 -0.348
-0.171 -0.126 0.198
0.445 0.130 0.280
-0.315 0.324 -0.680
-0.188 0.344 -0.173
-0.683 0.569 -0.023
-0.147 -0.502 0.268
-0.065 0.014 0.278
-0.016 -0.314 -0.587
0.381 -0.123 0.058
-0.350 0.135 -0.427
0.221 -0.255 0.222
-0.151 -0.233 0.281
-0.215 0.146 -0.121

The value obtained for the HOMO-LUMO gap (alpha / beta) is 7.9 / 7.5 eV. For the energy relative to the best compared isomer or geometry (same formula, charge and spin), the calculation gives 7.6 kJ/mol. Its spin multiplicity is 5.

---

The following is a DFT calculation (the ωB97M-V functional and the def2-TZVPD basis) of the ion C5H8NO with charge +1.

Cartesian coordinates (Å):
C1 4.04362 -0.23311 0.12508
N1 3.10050 0.37743 0.08743
O1 2.09793 0.94268 -0.15198
C2 0.65261 0.04210 -0.08408
C3 0.71411 -1.27635 -0.16098
C4 -0.43207 1.02344 -0.10241
C5 -1.82993 0.43455 0.26027
H1 4.96323 -0.68422 0.51437
H2 1.58009 -1.93392 -0.44166
H3 -0.23539 -1.85306 0.07194
H4 -0.10795 1.95241 0.56034
H5 -0.29110 1.36059 -1.20684
H6 -1.95766 -0.42224 -0.43365
H7 -2.55893 1.16574 -0.13266
H8 -1.93910 -0.04906 1.25020

Cartesian forces, eV/Å:
3.153 -1.490 1.290
1.923 -1.802 -0.053
-5.809 2.136 -0.976
0.420 -1.549 0.536
0.314 -0.493 0.100
1.496 2.511 0.241
0.714 -0.816 -2.084
-0.631 0.231 -0.529
-0.742 1.018 0.567
1.157 1.009 -0.527
-0.871 -1.871 -1.293
-1.107 -0.065 1.660
-0.088 0.337 0.206
0.039 -0.340 1.135
0.034 1.183 -0.271

The value obtained for the HOMO-LUMO gap is 10.3 eV. Its total charge is +1. For the energy relative to the best compared isomer or geometry (same formula, charge and spin), the calculation gives 514.0 kJ/mol. Its spin multiplicity is 1. The SMILES is C#[N+]OC(=C)CC.

---

The following is a DFT calculation (the ωB97M-V functional and the def2-TZVPD basis) of an isolated molecule of C3H6Cl2FNO3S2.

Cartesian coordinates (Å):
C1 -0.95985 2.04786 -0.76607
N1 -0.35808 0.86583 -1.44940
C2 -1.22856 -0.15024 -2.11655
S1 0.73745 0.32865 -0.25422
O1 1.58643 1.44056 0.06375
O2 1.28729 -0.90392 -0.72326
O3 -0.03189 -0.02940 1.15046
S2 0.60532 -0.35024 2.63279
C3 1.33040 -2.03703 2.63325
F1 1.45288 -2.38122 3.92154
Cl1 0.23032 -3.09507 1.79469
Cl2 2.93557 -1.98823 1.92853
H1 -1.60795 1.81645 -0.00348
H2 -0.13248 2.73055 -0.35671
H3 -1.37966 2.65527 -1.58531
H4 -0.86564 -0.41442 -3.07893
H5 -1.49922 -0.94244 -1.49860
H6 -2.10233 0.40705 -2.29249

Cartesian forces, eV/Å:
2.071 2.420 -3.036
1.261 -0.556 3.431
0.588 2.361 0.507
2.133 -0.272 -1.566
-0.311 -0.572 -0.065
-0.267 0.080 0.103
-1.443 -0.525 -0.829
0.294 0.965 0.832
-0.098 0.719 -1.044
-0.246 0.096 0.302
0.031 -0.618 -0.147
0.217 -0.412 -0.147
-1.845 -0.579 1.585
-1.168 -1.344 -0.626
-0.453 -0.250 0.575
0.804 -0.505 -0.484
-0.105 -1.587 0.963
-1.463 0.581 -0.355

The value obtained for the HOMO-LUMO gap is 9.7 eV. For the energy relative to the best compared isomer or geometry (same formula, charge and spin), the calculation gives 11.1 kJ/mol. Its spin multiplicity is 1. The SMILES is CN(C)S(=O)(=O)OSC(F)(Cl)Cl.

---

The following is a DFT calculation (the ωB97M-V functional and the def2-TZVPD basis) of a cluster of 2 separate species, C3H10N2O3P in total.

Cartesian coordinates (Å):
C1 3.00044 1.57372 -0.59241
C2 -0.48521 -1.87491 0.19463
C3 -0.51798 -0.44596 0.66292
N1 0.14560 0.01947 1.63108
N2 -1.67083 -2.30848 -0.52353
O1 -3.07429 0.31733 0.27744
O2 -1.26422 2.11388 0.25020
O3 -1.43179 0.53116 -1.72926
P1 -1.71956 0.62639 -0.27578
H1 2.55279 1.99796 -1.48167
H2 3.55442 0.68160 -0.85820
H3 3.66724 2.29629 -0.13757
H4 -0.32713 -2.54893 1.05380
H5 0.37904 -1.98508 -0.47469
H6 0.74155 -0.68107 2.09599
H7 -1.53877 2.14104 1.16604
H8 -2.48726 -2.02262 0.01430
H9 2.20877 1.31853 0.09979
H10 -1.73283 -1.75034 -1.37312

Cartesian forces, eV/Å:
-0.060 -0.008 0.000
0.246 -0.535 0.022
-0.488 0.094 -0.401
0.511 0.374 0.635
-0.233 -0.167 -0.145
0.144 -0.156 0.175
-0.032 -0.332 -0.516
0.294 -0.134 -0.114
-0.148 0.644 0.247
-0.076 0.079 -0.170
0.121 -0.165 -0.049
0.139 0.133 0.083
0.105 0.223 -0.130
-0.065 -0.014 0.124
-0.255 -0.094 -0.253
-0.031 0.195 0.437
0.040 -0.034 -0.105
-0.171 -0.047 0.149
-0.042 -0.058 0.011

The value obtained for the HOMO-LUMO gap is 8.7 eV. Its total charge is -1. For the energy relative to the best compared isomer or geometry (same formula, charge and spin), the calculation gives 0.0 kJ/mol. Its spin multiplicity is 1.

---

| no. | maximum force (hartree/bohr) |
| --- | --- |
| 1 | 0.0104 |
| 2 | 0.2162 |
| 3 | 0.0536 |
| 4 | 0.1219 |
| 5 | 0.0856 |
| 6 | 0.0174 |